{
  "formula": "C33H42Cl2N5O2Si4TeW",
  "method": "wB97M-V/def2-TZVPD",
  "species": ["W", "Te", "Cl", "Cl", "Si", "Si", "Si", "Si", "O", "O", "N", "N", "N", "N", "N", "C", "C", "C", "C", "C", "C", "C", "C", "C", "C", "C", "C", "C", "C", "C", "C", "C", "C", "C", "C", "C", "C", "C", "C", "C", "C", "C", "C", "C", "C", "C", "C", "C", "H", "H", "H", "H", "H", "H", "H", "H", "H", "H", "H", "H", "H", "H", "H", "H", "H", "H", "H", "H", "H", "H", "H", "H", "H", "H", "H", "H", "H", "H", "H", "H", "H", "H", "H", "H", "H", "H", "H", "H", "H", "H"],
  "positions_angstrom": [[-0.20182, -1.95868, -0.02983], [0.40648, 0.52737, -0.00511], [-6.17036, -1.91915, -3.65763], [-4.01938, -2.79991, -5.82221], [0.63306, 3.08555, 0.05623], [2.59304, 3.38666, -1.22075], [-1.43681, 3.55791, -0.99349], [0.77895, 3.54024, 2.36439], [-4.25419, -1.21069, 0.72387], [0.47811, -2.87331, -4.07130], [1.82646, -2.10793, -0.95510], [0.29152, -3.44836, 0.76361], [-0.51810, -2.42925, -2.01781], [-1.02817, -1.50983, 1.98023], [-2.24475, -1.84385, -0.26821], [1.26732, -5.60303, 1.21236], [3.99173, 2.42626, -0.42183], [-1.11685, -5.25704, 1.47298], [-4.50853, -2.11089, -3.24283], [0.78569, 5.39942, 2.59923], [-1.26123, -6.58608, 1.83236], [4.23660, -2.48720, -2.22812], [-2.23426, -2.62097, -3.83488], [-2.20222, -0.89690, 4.39163], [-0.27913, -1.44807, 3.08678], [-2.33577, -1.29734, 2.05928], [-0.83661, -1.13969, 4.31054], [1.10466, -6.93249, 1.56166], [-4.12609, -1.88330, -1.92905], [-3.56887, -2.48777, -4.18866], [4.19328, -2.13333, -0.88415], [-1.50771, 5.42418, -1.16467], [-2.83671, 2.92919, 0.07912], [-2.97107, -0.98234, 3.24468], [0.15162, -4.76580, 1.15710], [-2.79373, -2.02176, -1.56777], [-1.84091, -2.37129, -2.52824], [2.36035, 2.78185, 3.02943], [-0.15584, -7.42525, 1.87340], [-0.69338, 2.76782, 3.23542], [0.53530, -2.62235, -2.89087], [2.96908, -1.95210, -0.27652], [3.05087, -2.65770, -2.91738], [2.29777, 2.75130, -2.95705], [1.86516, -2.46112, -2.23351], [-1.50061, 2.72665, -2.66879], [2.96213, 5.22469, -1.22943], [-3.06941, -1.44065, 0.76898], [1.61860, 5.87251, 2.07581], [3.24095, 2.72963, -3.50864], [-0.69794, 5.80494, -1.79021], [5.09787, -1.99318, -0.31018], [-2.49540, 2.86185, -3.10124], [-1.62129, 3.29385, 3.00758], [2.24531, -5.20414, 0.97623], [0.88164, 5.64376, 3.65996], [-0.13989, 5.85275, 2.23920], [-0.77413, 3.14631, -3.36551], [3.00725, -2.93707, -3.96020], [-2.76844, 1.84912, 0.22820], [-3.78940, 3.13387, -0.41605], [1.60789, 3.39240, -3.50804], [-2.24343, -6.97068, 2.07251], [3.12302, 5.61023, -0.22071], [-0.20419, -1.09262, 5.18523], [-1.52616, -2.91276, -4.58808], [-1.45263, 5.92508, -0.19626], [-2.65803, -0.65168, 5.34122], [1.96524, -7.58717, 1.59350], [4.27403, 2.84322, 0.54609], [-2.85972, 3.41100, 1.05727], [3.24453, 3.30654, 2.66330], [-4.03931, -0.81995, 3.23533], [-4.87751, -1.60662, -1.21362], [-0.27711, -8.46431, 2.14737], [0.77718, -1.64589, 2.97270], [-1.31873, 1.65260, -2.59229], [-0.81951, 1.72086, 2.94829], [-1.97634, -4.59969, 1.42076], [2.88424, -1.66474, 0.76191], [2.37009, 2.83906, 4.12077], [1.88754, 1.73900, -2.95090], [3.86857, 5.42348, -1.80627], [4.87335, 2.45243, -1.06725], [2.15112, 5.79621, -1.68501], [-0.54383, 2.80870, 4.31769], [5.18634, -2.62966, -2.72550], [-2.45057, 5.71628, -1.63373], [2.44937, 1.73066, 2.74515], [3.71280, 1.38017, -0.27440]],
  "forces_ev_per_a": [[0.2, -0.9, 0.4], [0.3, 0.9, -0.3], [0.0, 0.0, 0.0], [0.0, 0.0, 0.0], [0.0, 0.1, 0.2], [0.0, 0.0, 0.0], [0.0, 0.0, 0.0], [0.0, 0.0, 0.0], [0.0, 0.0, 0.0], [0.0, 0.0, 0.0], [-0.1, 0.0, 0.0], [-0.8, 0.3, -0.7], [0.0, 0.1, 0.0], [0.0, 0.0, 0.0], [-0.1, 0.0, 0.0], [0.0, 0.0, 0.1], [0.0, 0.0, 0.0], [0.0, 0.0, 0.0], [0.0, 0.0, 0.0], [0.0, 0.0, 0.0], [0.0, 0.0, 0.0], [0.0, 0.0, 0.0], [0.0, 0.0, 0.0], [0.0, 0.0, 0.0], [0.0, 0.0, 0.0], [0.0, 0.0, 0.0], [0.0, 0.0, 0.0], [0.0, 0.0, 0.0], [0.0, 0.0, 0.0], [0.0, 0.0, 0.0], [0.0, 0.0, 0.0], [0.0, 0.0, 0.0], [0.0, 0.0, 0.0], [0.0, 0.0, 0.0], [0.3, -0.2, 0.3], [0.1, 0.0, 0.0], [-0.1, -0.1, 0.1], [0.0, 0.0, 0.0], [0.0, 0.0, 0.0], [0.0, 0.0, 0.0], [0.1, -0.1, 0.0], [0.0, 0.0, 0.0], [0.0, 0.0, 0.0], [0.0, 0.0, 0.0], [0.0, 0.0, 0.0], [0.0, 0.0, 0.0], [0.0, 0.0, 0.0], [0.0, 0.0, 0.0], [0.0, 0.0, 0.0], [0.0, 0.0, 0.0], [0.0, 0.0, 0.0], [0.0, 0.0, 0.0], [0.0, 0.0, 0.0], [0.0, 0.0, 0.0], [0.0, 0.0, 0.0], [0.0, 0.0, 0.0], [0.0, 0.0, 0.0], [0.0, 0.0, 0.0], [0.0, 0.0, 0.0], [0.0, 0.0, 0.0], [0.0, 0.0, 0.0], [0.0, 0.0, 0.0], [0.0, 0.0, 0.0], [0.0, 0.0, 0.0], [0.0, 0.0, 0.0], [0.0, 0.0, 0.0], [0.0, 0.0, 0.0], [0.0, 0.0, 0.0], [0.0, 0.0, 0.0], [0.0, 0.0, 0.0], [0.0, 0.0, 0.0], [0.0, 0.0, 0.0], [0.0, 0.0, 0.0], [0.0, 0.0, 0.0], [0.0, 0.0, 0.0], [0.0, 0.0, 0.0], [0.0, 0.0, 0.0], [0.0, 0.0, 0.0], [0.0, 0.0, 0.0], [0.0, 0.0, 0.0], [0.0, 0.0, 0.0], [0.0, 0.0, 0.0], [0.0, 0.0, 0.0], [0.0, 0.0, 0.0], [0.0, 0.0, 0.0], [0.0, 0.0, 0.0], [0.0, 0.0, 0.0], [0.0, 0.0, 0.0], [0.0, 0.0, 0.0], [0.0, 0.0, 0.0]],
  "de_lowest_ev": 0.214,
  "homo_ev": -10.12,
  "lumo_energy_ev": -4.16,
  "homo_lumo_gap_ev": 5.954,
  "charge": 1,
  "fmax_ev_per_a": 1.079
}

---

{
  "formula": "C33H42Cl6N2O3P",
  "method": "wB97M-V/def2-TZVPD",
  "species": ["Cl", "Cl", "Cl", "Cl", "Cl", "Cl", "P", "O", "O", "O", "N", "N", "C", "C", "C", "C", "C", "C", "C", "C", "C", "C", "C", "C", "C", "C", "C", "C", "C", "C", "C", "C", "C", "C", "C", "C", "C", "C", "C", "C", "C", "C", "C", "C", "C", "H", "H", "H", "H", "H", "H", "H", "H", "H", "H", "H", "H", "H", "H", "H", "H", "H", "H", "H", "H", "H", "H", "H", "H", "H", "H", "H", "H", "H", "H", "H", "H", "H", "H", "H", "H", "H", "H", "H", "H", "H", "H"],
  "positions_angstrom": [[-0.41604, -3.55192, 10.06827], [0.36288, 3.63697, -10.29372], [2.90204, -1.41757, -3.24343], [1.44973, 0.06820, -5.74906], [2.47974, -3.29941, 11.53306], [-2.40186, 4.18061, -8.66413], [-4.55757, 0.21852, 0.85869], [0.69687, 2.60296, -1.22525], [-0.83636, 1.65693, -2.90329], [1.66974, -1.06743, 4.04821], [-3.33104, -0.84289, 1.66438], [-0.04237, 0.18165, 2.74459], [-3.82004, 1.87109, 0.27623], [-4.17733, -1.95134, 2.32797], [3.74002, -1.02829, -4.70332], [-5.47062, -0.68901, -0.54882], [5.09357, -1.37034, -4.78806], [1.95602, -2.11435, 7.19880], [3.33293, -2.36627, 9.16826], [-1.92811, -0.39493, -1.73002], [-1.22385, -0.64932, 3.28860], [-0.98317, 3.49559, -6.49403], [-1.40067, -0.56789, -0.15247], [-2.68008, -0.09158, 2.79590], [0.85552, -2.59921, 7.90799], [3.84462, -0.11298, -6.94195], [0.15977, 3.07877, -5.80912], [5.19500, -0.45796, -7.02310], [3.19380, -1.99578, 7.82926], [0.09236, 1.42962, 3.59625], [1.26420, -0.56860, 2.87750], [1.34098, 2.83527, -6.50847], [-3.62175, -3.09936, 3.09203], [-0.66093, 0.21952, -2.57869], [2.20159, -0.69310, 1.49789], [2.23350, -2.85441, 9.88189], [5.81991, -1.08440, -5.94574], [0.98950, -2.96832, 9.25025], [0.23907, 3.43218, -8.58265], [1.38123, 3.01277, -7.89282], [-0.55950, 2.51223, -1.73376], [-2.40164, -1.54046, 0.70537], [1.35166, 2.34963, 3.02168], [3.11408, -0.39445, -5.78310], [-0.94834, 3.67143, -7.88101], [6.87258, -1.35073, -6.00656], [-3.09894, -2.08216, -0.09904], [-6.61985, -0.42099, -0.62074], [-0.10640, -2.68676, 7.40804], [-3.41147, -0.20175, 3.73369], [0.34810, 0.05899, -1.96437], [-0.55001, -0.43271, -3.54877], [-2.84204, 0.32771, -1.83164], [0.33188, 1.10636, 4.70600], [-5.36918, -1.87320, -0.50417], [1.84717, -1.82882, 6.15499], [2.30772, 2.82221, -8.42954], [4.30289, -2.27205, 9.65103], [2.59793, -1.79205, 1.37584], [3.16983, -0.01270, 1.64792], [3.36616, 0.37677, -7.78701], [-0.36838, -1.15917, -0.25949], [1.06387, 3.48527, 3.09593], [-1.12984, 0.44927, 0.35589], [-1.90042, 3.68166, -5.94002], [0.12807, 2.94366, -4.73040], [-5.36854, -1.88196, 2.28549], [-2.66357, 1.99196, 0.39670], [-0.88915, 2.08342, 3.63784], [5.75906, -0.23738, -7.92648], [-4.38595, -3.82301, 3.65591], [-2.49283, -3.42066, 3.15114], [-4.30718, 2.72120, 0.95889], [2.37352, 2.11269, 3.58423], [-1.48646, 3.08858, -1.25990], [-1.18255, -0.46899, 4.46876], [-1.74114, -2.39139, 1.16699], [-4.20942, 2.11964, -0.82397], [1.59077, -0.29994, 0.57659], [2.23106, 2.50747, -5.97647], [5.58914, -1.86097, -3.95352], [-1.04237, -1.79497, 3.14008], [-5.01479, -0.38629, -1.60944], [1.55599, 2.13511, 1.87276], [-2.56665, 1.06850, 2.63040], [4.05104, -1.61522, 7.27876], [-2.23871, -1.46895, -2.11937]],
  "forces_ev_per_a": [[0.1, 0.0, 0.2], [-0.2, 0.0, 0.1], [-0.2, 0.1, 0.0], [0.0, -0.8, 0.3], [-0.2, 0.0, 0.0], [0.1, 0.0, -0.2], [-3.0, 1.9, 0.5], [-8.7, -0.7, -3.3], [0.3, 0.5, 3.4], [-2.6, 2.9, -7.1], [0.2, -2.4, -0.1], [-0.1, -0.8, 1.0], [0.1, 1.6, -0.5], [0.0, -4.7, 3.1], [0.5, 0.1, -0.4], [0.6, -1.0, -2.5], [0.0, 0.1, -0.4], [-0.1, -0.1, 0.2], [-0.2, 0.1, -0.4], [0.7, 0.2, 0.8], [0.6, 0.1, 1.7], [0.5, -0.2, 0.1], [0.3, -0.6, -1.0], [1.0, 1.4, 3.1], [0.5, 0.1, 0.0], [0.4, -0.1, 0.1], [-0.1, 0.2, -0.3], [-0.2, 0.0, 0.2], [-0.2, -0.1, 0.3], [1.2, 1.1, 0.7], [2.5, -2.2, 3.9], [-0.1, 0.6, -0.4], [-1.6, 2.5, -2.1], [0.5, -1.7, 0.3], [0.0, 0.5, 1.0], [0.2, 0.1, -0.4], [-0.3, 0.0, 0.1], [0.2, 0.2, -0.4], [0.1, -0.1, 0.4], [-0.2, 0.0, 0.5], [6.3, -0.7, 1.5], [1.6, -1.2, -2.8], [0.0, -0.1, -0.4], [0.4, -0.1, -0.2], [0.2, -0.1, 0.3], [-0.2, 0.0, 0.1], [1.4, 1.2, 2.0], [2.5, -0.4, 0.7], [0.1, 0.0, 0.3], [1.6, 0.3, -2.3], [-2.2, 0.5, -1.4], [-0.2, 1.9, 1.6], [1.7, -1.4, 0.2], [-0.5, 0.7, -2.0], [-0.2, 2.5, 0.1], [0.0, -0.1, 0.3], [-0.3, 0.1, 0.0], [-0.3, -0.1, 0.0], [-1.0, 2.2, 0.3], [-2.2, -1.4, -0.2], [-0.1, -0.1, 0.2], [-2.3, 1.3, 0.4], [0.8, -2.3, 0.1], [-0.6, -2.0, -0.8], [0.1, 0.0, -0.3], [0.0, 0.0, -0.3], [3.0, 0.4, 0.0], [-2.2, -0.4, -0.5], [1.9, -1.5, -0.4], [-0.2, 0.0, 0.2], [1.7, 1.9, -1.6], [-2.5, 1.0, -0.1], [1.0, -2.1, -1.3], [-2.4, 0.6, -1.0], [2.0, -1.1, -1.4], [-0.4, -0.6, -2.4], [-1.6, 1.8, -0.4], [1.1, -0.7, 2.2], [1.3, -0.9, 1.9], [-0.2, 0.3, -0.2], [-0.2, 0.1, -0.1], [-0.4, 2.3, 0.1], [-0.9, -0.7, 2.2], [-0.7, 0.4, 2.4], [-0.3, -2.4, -0.2], [-0.1, -0.1, 0.1], [0.7, 2.3, 0.7]],
  "homo_ev": -10.42,
  "lumo_energy_ev": -3.20,
  "homo_lumo_gap_ev": 7.226,
  "charge": 1,
  "fmax_ev_per_a": 9.344
}

---

{
  "formula": "C33H42F4LaN3S5Si2",
  "method": "wB97M-V/def2-TZVPD",
  "species": ["La", "S", "S", "S", "S", "S", "Si", "Si", "F", "F", "F", "F", "N", "N", "N", "C", "C", "C", "C", "C", "C", "C", "C", "C", "C", "C", "C", "C", "C", "C", "C", "C", "C", "C", "C", "C", "C", "C", "C", "C", "C", "C", "C", "C", "C", "C", "C", "C", "H", "H", "H", "H", "H", "H", "H", "H", "H", "H", "H", "H", "H", "H", "H", "H", "H", "H", "H", "H", "H", "H", "H", "H", "H", "H", "H", "H", "H", "H", "H", "H", "H", "H", "H", "H", "H", "H", "H", "H", "H", "H"],
  "positions_angstrom": [[-0.57811, 0.14580, -0.01853], [-5.74340, 2.44050, -0.11702], [-4.44105, 3.51338, -2.37901], [-1.81214, 2.15482, -1.91662], [-3.39979, 0.87764, 0.87535], [-7.29187, 4.29037, -1.88087], [-2.60216, -2.25962, -2.45942], [0.48803, -2.82462, -2.22698], [1.05552, -4.80742, 1.47806], [0.92260, -1.04540, 5.40110], [2.03143, -3.34035, 5.84563], [-0.15365, -2.46056, 0.96284], [2.26708, 0.38841, 0.76087], [-0.25329, -0.46169, 2.69585], [-0.42901, 2.47593, 2.14018], [4.45256, 1.72745, 1.84843], [-0.44638, 0.54422, 3.73526], [1.19961, 1.13330, -1.74108], [0.89752, -1.93278, 4.36779], [1.59207, -4.16033, 3.67955], [-4.08556, 1.93668, -0.32253], [2.75027, 0.08293, 1.96798], [2.10603, -2.36116, -1.36674], [3.84976, 0.69289, 2.54496], [-1.20110, 3.66707, 1.76222], [0.31316, -1.59736, 3.10982], [1.89976, 1.64233, -4.04633], [0.95074, 2.82511, 2.48279], [1.14056, 3.83414, 3.61381], [0.96882, -2.86715, -4.05462], [0.42282, -2.66835, 2.18422], [-5.87653, 3.48503, -1.45698], [-4.05120, -1.70499, -1.40612], [2.91987, 1.31487, 0.04046], [2.50269, 1.49559, -1.36954], [3.17702, 1.99312, -3.62796], [0.20951, -4.61724, -1.72376], [-2.96404, -1.56395, -4.17370], [-0.58704, 4.46144, 0.62749], [-2.85213, -4.13002, -2.60161], [0.94991, 1.22977, -3.12297], [1.49736, -3.15185, 4.61197], [1.02501, -3.87246, 2.44430], [-1.14229, 1.77878, 3.21652], [3.98528, 2.03919, 0.59342], [-3.46048, 2.44457, -1.40937], [3.47842, 1.91652, -2.28170], [-0.93558, -1.70978, -1.94344], [-2.22517, -1.90547, -4.90094], [-4.97718, -2.13144, -1.80335], [2.20715, 3.92226, 3.83047], [3.93175, 2.29872, -4.34285], [2.07529, -5.09957, 3.88577], [1.18885, -5.10367, -1.68863], [4.48558, 2.14085, -1.95018], [5.27986, 2.28110, 2.27830], [-2.67053, -4.65409, -1.66466], [1.47313, 1.90651, 2.74178], [2.14949, -2.73718, -0.34449], [2.28017, -1.29038, -1.34218], [4.43139, 2.84180, 0.02373], [-3.95683, -1.85891, -4.52389], [1.36063, -1.89481, -4.35826], [-1.33157, 2.45924, 4.06888], [-0.38229, 3.83482, -0.24015], [-3.89437, -4.29916, -2.88747], [-0.74798, -0.90617, -2.67794], [4.18448, 0.38319, 3.52514], [-2.21803, -4.58233, -3.36516], [-2.19703, 3.31654, 1.48698], [-0.03505, 0.97845, -3.50257], [-3.96094, -2.01011, -0.36136], [2.22746, -0.68484, 2.50087], [1.64018, 1.68376, -5.09913], [-1.32106, 4.32163, 2.64349], [1.73430, -3.62119, -4.25427], [0.33184, 4.97282, 0.92478], [-0.41531, -5.16323, -2.42885], [-4.15469, -0.62004, -1.39003], [-2.92466, -0.47415, -4.14379], [-1.06556, 0.16285, 4.55996], [-0.23501, -4.70453, -0.73885], [0.10021, -3.08215, -4.67961], [0.50104, 0.83792, 4.20506], [-2.11987, 1.51746, 2.81660], [0.64431, 3.51972, 4.53281], [2.94815, -2.80013, -1.91136], [-1.29480, 5.22342, 0.29467], [1.43507, 3.19811, 1.57859], [0.77100, 4.82757, 3.35814]],
  "forces_ev_per_a": [[-0.2, 0.1, 0.1], [-0.1, 0.0, 0.2], [0.1, 0.2, -0.1], [-0.3, -0.1, 0.2], [0.0, -0.1, 0.0], [0.2, 0.0, 0.1], [0.1, 0.1, 0.0], [-0.2, 0.1, 0.0], [0.0, 0.0, 0.0], [0.0, -0.1, 0.0], [0.0, -0.1, -0.1], [0.2, -0.1, 0.1], [0.1, 0.1, 0.1], [0.0, 0.0, 0.1], [0.1, 0.0, -0.2], [0.1, 0.0, 0.1], [0.0, 0.1, 0.0], [0.0, 0.0, -0.2], [0.0, 0.0, 0.1], [0.0, 0.0, -0.1], [0.1, -0.2, 0.1], [0.2, 0.1, -0.2], [0.1, -0.1, 0.0], [-0.1, -0.1, 0.0], [-0.1, -0.1, 0.0], [-0.2, 0.1, -0.1], [-0.1, 0.0, 0.0], [0.1, -0.1, 0.0], [0.1, 0.0, 0.0], [0.0, 0.0, -0.1], [-0.1, -0.2, -0.1], [-0.4, -0.1, -0.3], [-0.1, 0.0, 0.1], [0.0, 0.0, -0.1], [0.1, 0.0, 0.2], [0.1, 0.0, 0.0], [0.2, -0.1, -0.2], [-0.1, -0.1, -0.1], [0.0, 0.2, -0.1], [-0.1, 0.0, -0.1], [0.0, 0.0, 0.0], [0.0, 0.2, 0.2], [-0.1, 0.1, -0.1], [0.0, 0.3, 0.1], [0.0, 0.0, -0.1], [0.3, -0.1, -0.1], [-0.1, 0.0, -0.1], [0.2, 0.1, 0.2], [0.0, 0.0, -0.1], [-0.1, 0.0, 0.0], [0.0, 0.0, 0.0], [0.0, 0.0, 0.0], [0.0, -0.1, 0.0], [0.0, -0.1, 0.0], [0.0, 0.0, 0.0], [0.0, 0.0, 0.0], [0.0, 0.0, 0.1], [-0.1, 0.1, 0.0], [0.0, 0.0, 0.1], [0.0, 0.2, 0.0], [0.0, 0.0, 0.0], [0.0, 0.0, -0.1], [0.0, 0.1, 0.0], [0.1, 0.0, 0.0], [0.0, -0.1, 0.0], [0.0, -0.1, 0.0], [0.0, 0.2, 0.1], [0.0, 0.0, 0.0], [0.0, 0.0, -0.1], [0.0, 0.0, -0.1], [0.0, 0.0, 0.0], [0.0, -0.1, 0.0], [-0.1, -0.2, 0.1], [0.0, 0.0, 0.0], [-0.1, 0.0, 0.0], [0.1, 0.0, 0.0], [0.0, 0.0, 0.0], [0.0, 0.0, 0.0], [0.0, 0.1, -0.1], [0.0, 0.1, 0.0], [0.0, 0.0, -0.1], [-0.1, 0.0, 0.2], [-0.1, 0.0, -0.1], [0.0, 0.0, 0.0], [0.0, 0.0, 0.0], [0.0, 0.0, 0.0], [0.0, -0.1, 0.0], [0.0, 0.0, 0.0], [0.0, 0.0, 0.0], [0.0, 0.0, 0.0]],
  "de_lowest_ev": 0.020,
  "homo_ev": -1.67,
  "lumo_energy_ev": 3.90,
  "homo_lumo_gap_ev": 5.570,
  "charge": -2,
  "fmax_ev_per_a": 0.496
}

---

Number 1: E -112123.0122 eV. Number 2: E -128431.3323 eV. Number 3: E -121040.0345 eV.